{"formula": "C73H190N10O23", "method": "ωB97M-V with the def2-TZVPD basis set", "elements": ["C", "C", "C", "O", "H", "H", "H", "H", "H", "H", "H", "H", "C", "C", "C", "O", "H", "H", "H", "H", "H", "H", "H", "H", "C", "C", "C", "O", "H", "H", "H", "H", "H", "H", "H", "H", "C", "C", "C", "O", "H", "H", "H", "H", "H", "H", "H", "H", "C", "C", "C", "O", "H", "H", "H", "H", "H", "H", "H", "H", "C", "C", "C", "O", "H", "H", "H", "H", "H", "H", "H", "H", "C", "C", "C", "O", "H", "H", "H", "H", "H", "H", "H", "H", "C", "O", "C", "C", "N", "C", "C", "O", "C", "H", "H", "H", "H", "H", "H", "H", "H", "H", "H", "H", "H", "H", "H", "H", "C", "O", "C", "C", "N", "C", "C", "O", "C", "H", "H", "H", "H", "H", "H", "H", "H", "H", "H", "H", "H", "H", "H", "H", "C", "O", "C", "C", "N", "C", "C", "O", "C", "H", "H", "H", "H", "H", "H", "H", "H", "H", "H", "H", "H", "H", "H", "H", "C", "O", "C", "C", "N", "C", "C", "O", "C", "H", "H", "H", "H", "H", "H", "H", "H", "H", "H", "H", "H", "H", "H", "H", "C", "O", "C", "C", "N", "C", "C", "O", "C", "H", "H", "H", "H", "H", "H", "H", "H", "H", "H", "H", "H", "H", "H", "H", "C", "O", "C", "C", "N", "C", "C", "O", "C", "H", "H", "H", "H", "H", "H", "H", "H", "H", "H", "H", "H", "H", "H", "H", "C", "C", "C", "O", "C", "N", "H", "H", "H", "H", "H", "H", "H", "H", "H", "H", "H", "C", "C", "C", "O", "C", "N", "H", "H", "H", "H", "H", "H", "H", "H", "H", "H", "H", "C", "C", "C", "O", "C", "N", "H", "H", "H", "H", "H", "H", "H", "H", "H", "H", "H", "C", "C", "C", "O", "C", "N", "H", "H", "H", "H", "H", "H", "H", "H", "H", "H", "H"], "xyz": [[-4.451040, 1.316971, 1.962965], [-5.473500, 0.632991, 2.883975], [-6.234630, 1.553091, 3.909095], [-6.300580, 0.021991, 2.081995], [-3.784550, 1.969651, 2.526785], [-4.912570, 1.815071, 1.110325], [-3.724190, 0.704561, 1.429355], [-4.948400, -0.150069, 3.430945], [-5.593720, 2.205521, 4.502125], [-6.794540, 0.868891, 4.546645], [-6.873830, 2.243651, 3.358965], [-6.535870, 0.656071, 1.400685], [-2.649830, 6.073101, 6.947885], [-1.427860, 5.228191, 6.905105], [-1.536500, 4.362731, 5.663785], [-0.270990, 5.979871, 6.968495], [-2.387980, 6.928151, 6.324635], [-2.966040, 6.329191, 7.959085], [-3.460030, 5.670701, 6.339815], [-1.459290, 4.526141, 7.738315], [-0.698700, 3.677261, 5.536005], [-1.582140, 4.970071, 4.759825], [-2.458840, 3.787431, 5.744015], [-0.176820, 6.324321, 7.859605], [-0.579700, 4.084841, -6.653845], [0.242640, 3.573281, -5.492325], [1.657920, 3.133621, -5.976995], [0.384910, 4.673541, -4.631195], [-1.583450, 4.354831, -6.325695], [-0.673920, 3.319001, -7.423725], [0.001360, 4.862561, -7.149445], [-0.224660, 2.743351, -4.962285], [2.466650, 3.809301, -6.255405], [1.470190, 2.370331, -6.732135], [2.035390, 2.517171, -5.161155], [0.529700, 4.336261, -3.744135], [-2.391360, -4.992539, 6.613485], [-1.950830, -4.260409, 5.439135], [-2.456190, -4.886809, 4.112535], [-2.614960, -2.951079, 5.468555], [-3.412890, -5.353809, 6.732055], [-2.144900, -4.478829, 7.542715], [-1.963070, -5.990079, 6.515555], [-0.862890, -4.286979, 5.377545], [-2.242310, -5.955609, 4.108115], [-2.015120, -4.506369, 3.191225], [-3.532760, -4.814519, 3.958015], [-3.563840, -3.074729, 5.545625], [3.003910, 2.146441, -1.897965], [2.977960, 3.688691, -1.555665], [3.966490, 4.479541, -2.348615], [1.625070, 3.921891, -1.899705], [2.460430, 1.565351, -1.152935], [3.999620, 1.716151, -2.005285], [2.402640, 1.914671, -2.777095], [3.018510, 3.865361, -0.480845], [4.295440, 5.414831, -1.895705], [3.548230, 4.722551, -3.325405], [4.929320, 4.032701, -2.596375], [0.994600, 3.498911, -1.312185], [0.751670, -5.844749, 1.374235], [1.203280, -6.588139, 2.551835], [2.720600, -6.665869, 2.699225], [0.767520, -5.863229, 3.710865], [1.442970, -5.975339, 0.541675], [0.561150, -4.771939, 1.403945], [-0.190000, -6.381299, 1.258185], [0.895800, -7.632259, 2.493775], [3.242550, -5.708979, 2.695855], [3.148080, -7.201359, 1.851515], [3.071790, -7.321879, 3.495725], [1.411990, -5.236569, 4.047865], [-4.623590, 4.236941, -4.756135], [-4.714010, 5.785641, -4.675975], [-3.610840, 6.635211, -5.277385], [-5.944760, 6.258041, -5.092225], [-4.483660, 3.770731, -5.731415], [-5.652530, 3.953231, -4.535005], [-3.922960, 3.705011, -4.112505], [-4.839520, 6.096291, -3.638745], [-3.658280, 7.672041, -4.944475], [-3.433170, 6.530171, -6.347665], [-2.703600, 6.323571, -4.759805], [-5.899870, 6.719701, -5.932735], [2.407540, -3.203659, -4.710535], [2.232270, -1.924119, -5.201675], [3.320080, -1.418129, -6.013755], [3.181840, 0.126871, -6.180315], [4.299760, 1.032351, -6.407685], [5.244460, 1.085171, -5.258515], [6.392210, 2.090831, -5.554035], [7.020100, 1.898401, -6.833815], [8.086940, 2.939201, -7.027765], [1.877870, -3.372719, -3.772995], [3.440940, -3.537919, -4.618635], [1.958000, -3.863919, -5.452205], [3.415590, -1.860659, -7.005295], [4.230270, -1.547729, -5.428225], [2.463230, 0.534831, -5.469495], [2.673380, 0.271991, -7.133465], [4.833270, 0.936641, -7.259925], [5.689720, 0.103381, -5.097475], [4.795800, 1.370411, -4.306965], [7.130210, 2.065721, -4.752275], [5.967930, 3.075971, -5.360185], [7.697740, 3.951821, -7.133785], [8.788890, 2.652631, -7.810855], [8.792520, 2.799991, -6.208685], [-14.510700, -2.696229, -3.445365], [-13.372780, -3.250279, -2.846435], [-12.162890, -2.879129, -3.448455], [-11.127540, -3.313329, -2.381725], [-9.802910, -2.779229, -2.739715], [-9.254170, -3.219659, -3.990415], [-7.766380, -2.746729, -4.321555], [-6.882310, -3.722459, -3.736145], [-5.594160, -3.488759, -4.183565], [-14.805510, -2.824829, -4.486825], [-14.423710, -1.617009, -3.319585], [-15.453670, -2.928789, -2.950565], [-12.049310, -1.807099, -3.609525], [-12.224170, -3.275249, -4.462075], [-11.222620, -4.396829, -2.310485], [-11.467600, -2.916469, -1.425195], [-9.191090, -3.223489, -2.070085], [-9.868210, -3.076069, -4.879475], [-9.257600, -4.307979, -4.050775], [-7.629790, -1.804619, -3.790635], [-7.667610, -2.813489, -5.405015], [-5.603420, -3.973399, -5.159855], [-4.839960, -3.852239, -3.485605], [-5.342100, -2.429459, -4.233025], [-2.004670, 3.832171, -1.486965], [-0.785720, 4.055931, -0.709935], [-0.840030, 5.239231, 0.146715], [-0.223400, 5.192711, 1.582325], [1.204550, 5.207991, 1.524555], [1.901380, 6.074771, 2.451375], [3.459210, 6.215461, 2.113805], [3.857320, 6.506701, 0.791065], [5.336870, 6.334101, 0.572275], [-2.393730, 4.782671, -1.852035], [-2.818860, 3.395671, -0.908475], [-1.747760, 3.239031, -2.364625], [-1.883590, 5.520891, 0.287265], [-0.446130, 6.055451, -0.458875], [-0.411720, 4.307951, 2.190455], [-0.602540, 5.987691, 2.224485], [1.601650, 5.215501, 0.595925], [1.773310, 5.831231, 3.506065], [1.432970, 7.058941, 2.462115], [3.879090, 5.227081, 2.300665], [3.796820, 7.035831, 2.747145], [5.847470, 6.872991, 1.370385], [5.709490, 6.715051, -0.378585], [5.636740, 5.291821, 0.681045], [4.121260, 4.417291, 9.775405], [2.683600, 4.213401, 9.666745], [2.481410, 3.490951, 8.483385], [0.969060, 2.838021, 8.559815], [0.812010, 1.692491, 7.607435], [1.294900, 1.965191, 6.244735], [0.776200, 0.907541, 5.290175], [-0.681890, 1.061651, 5.131705], [-1.490860, -0.208999, 5.095825], [4.341680, 5.238071, 9.092875], [4.649020, 3.465151, 9.720625], [4.345390, 4.761221, 10.785145], [3.222600, 2.693381, 8.432195], [2.564610, 4.119321, 7.596635], [0.261830, 3.655141, 8.417585], [0.701260, 2.553101, 9.577265], [-0.164470, 1.496711, 7.439335], [2.384520, 1.958131, 6.272265], [0.974400, 2.946801, 5.895715], [1.059560, -0.080349, 5.653345], [1.084880, 1.293121, 4.318505], [-1.250290, -0.835559, 5.954695], [-1.375900, -0.851529, 4.222885], [-2.552720, 0.033371, 5.138475], [-4.373590, -6.645319, -4.507985], [-3.892110, -5.593089, -5.407425], [-2.988790, -6.025039, -6.420925], [-2.642510, -4.984299, -7.527665], [-1.827270, -3.821309, -7.113815], [-1.456020, -2.991859, -8.303975], [-0.902590, -1.598519, -7.908375], [-1.805120, -0.810069, -7.166935], [-1.631570, -0.689279, -5.733555], [-3.530180, -7.331009, -4.426745], [-5.269960, -7.028849, -4.995355], [-4.480920, -6.274269, -3.488715], [-3.438550, -6.902619, -6.885335], [-2.006160, -6.200309, -5.982945], [-3.607160, -4.728729, -7.966105], [-1.986280, -5.510189, -8.221135], [-2.371700, -3.203009, -6.529535], [-2.241690, -2.853239, -9.046685], [-0.711310, -3.586559, -8.832965], [-0.652160, -1.023429, -8.799805], [0.073690, -1.675459, -7.429785], [-1.205090, -1.608579, -5.332195], [-2.588220, -0.406949, -5.294005], [-0.920540, 0.116401, -5.550745], [7.216360, -6.210989, 4.233415], [7.476130, -5.278689, 3.175495], [6.199540, -4.903399, 2.543115], [6.475200, -3.861219, 1.451045], [6.432670, -4.418669, 0.158565], [6.573470, -3.395849, -0.962315], [5.303000, -2.567989, -1.091975], [4.197260, -3.306499, -1.523635], [3.348740, -3.811839, -0.581075], [6.853650, -5.597269, 5.057965], [8.133420, -6.746679, 4.478645], [6.447110, -6.938079, 3.973235], [5.475690, -4.498929, 3.250605], [5.670190, -5.763639, 2.133365], [7.362260, -3.253439, 1.629475], [5.670760, -3.133069, 1.554885], [7.076390, -5.180759, 0.000595], [6.800210, -3.813389, -1.943305], [7.500340, -2.899279, -0.675185], [5.501400, -1.937299, -1.958555], [5.173680, -1.911099, -0.231825], [2.665140, -3.002979, -0.323135], [3.693930, -4.441879, 0.238675], [2.769680, -4.571119, -1.106695], [-4.557200, -0.532319, -1.972955], [-5.689180, 0.279331, -2.583165], [-6.332590, 1.298251, -1.618845], [-7.220010, 0.873081, -0.578095], [-8.490600, 0.344891, -1.053875], [-5.302600, 0.697521, -3.941445], [-3.712060, 0.053461, -1.611425], [-4.317650, -1.292399, -2.716595], [-4.892410, -1.012139, -1.053445], [-6.518220, -0.419709, -2.693345], [-6.803030, 2.084121, -2.209765], [-5.519270, 1.886751, -1.194265], [-8.423730, -0.623899, -1.548935], [-9.070370, 1.070951, -1.623785], [-9.228740, 0.167901, -0.271615], [-6.118270, 0.607891, -4.530305], [-4.723860, -0.083979, -4.214225], [6.706410, 1.262731, 0.359065], [6.380420, 2.086801, 1.628015], [7.617260, 2.865351, 1.957905], [8.794230, 1.945611, 1.983865], [9.140770, 1.398641, 3.229265], [5.065750, 2.762461, 1.562155], [7.035820, 1.870051, -0.483985], [5.806450, 0.698491, 0.114505], [7.520930, 0.563381, 0.547695], [6.251410, 1.402721, 2.466765], [7.641990, 3.384721, 2.915895], [7.812380, 3.585361, 1.163165], [10.229280, 1.446151, 3.260815], [8.836310, 0.352061, 3.221065], [8.856360, 1.906871, 4.150635], [4.343850, 2.202141, 1.992275], [4.631080, 3.024591, 0.688965], [1.162760, -1.114869, 1.539055], [1.408770, 0.077471, 0.667065], [0.280740, 0.350131, -0.358095], [0.411550, -0.478109, -1.512085], [-0.564480, -0.088929, -2.502325], [1.440680, 1.215351, 1.566375], [0.430360, -0.954009, 2.330135], [2.031100, -1.666819, 1.898805], [0.815720, -1.917489, 0.888325], [2.385760, -0.155909, 0.243845], [0.184750, 1.396171, -0.649105], [-0.661970, 0.059541, 0.105555], [-0.379970, -0.828969, -3.281045], [-0.475760, 0.934711, -2.866185], [-1.523510, -0.200199, -1.996395], [1.689860, 2.103311, 1.154635], [0.596580, 1.357211, 2.102555], [3.884320, -5.314669, 6.188685], [2.863520, -4.147509, 6.393265], [3.054230, -3.320609, 7.714645], [4.387120, -2.842589, 7.786325], [4.811610, -2.427679, 9.158505], [2.907050, -3.250889, 5.198055], [3.717680, -6.011389, 5.367145], [3.947760, -6.003749, 7.030855], [4.920590, -5.003939, 6.055675], [1.873650, -4.592399, 6.494895], [2.898870, -4.075729, 8.485205], [2.245960, -2.609759, 7.886375], [4.461780, -1.430749, 9.426585], [5.893950, -2.328239, 9.076255], [4.567810, -3.203499, 9.884285], [3.435260, -2.394729, 5.288015], [2.037210, -2.737609, 5.193715]], "forces_ev_per_a": [[1.2164, 0.7777, 0.5871], [3.1810, 2.1138, 2.0452], [0.9406, -0.2803, -0.8502], [-3.6958, -2.5155, -2.4695], [-0.2029, 0.5995, -0.0652], [-0.4364, 0.6390, 0.3567], [-0.2612, -1.0236, 0.3567], [0.1950, 0.0565, 0.4470], [0.2645, -0.3089, 0.1711], [-0.2292, 0.3428, 0.0266], [-0.3568, -0.2201, -0.0542], [-0.5910, -0.2799, -0.6314], [-0.6264, 1.0361, -0.7155], [-1.2504, -1.9124, 0.0367], [0.7699, -0.0078, -0.3034], [1.3253, 0.4660, -0.3303], [-0.0272, 0.6668, 0.5007], [-0.1134, 0.2939, -0.2042], [-0.2809, -0.4592, 0.6141], [0.0721, -0.1446, 0.3238], [-0.2090, 0.0316, 0.1045], [-0.1065, 0.1788, -0.0856], [0.1341, -0.0995, -0.0954], [0.0624, 0.0851, 0.0515], [0.0487, -0.9203, -0.3637], [1.5761, 1.1350, -1.1988], [-1.1002, -1.8706, 0.8954], [-0.4538, 0.4611, 0.7915], [0.1332, 0.4416, -0.1490], [-0.1595, -0.2698, 0.0505], [-0.3892, 0.4828, 0.2750], [-0.1502, -0.2640, -0.1369], [-0.7131, 0.4829, -0.1106], [0.3486, 0.1677, -0.5183], [0.4554, 0.1923, 0.2193], [0.4392, 0.1671, 0.4228], [-0.0895, -2.2881, 1.5717], [-2.9601, 0.8318, -2.7963], [0.2886, -0.9969, 0.0106], [1.8603, 0.5878, 0.1614], [-0.6907, 0.9646, -0.6499], [0.3499, -0.2408, 0.0008], [0.8802, -0.0723, 0.6717], [0.0002, 1.1409, 0.1956], [0.1545, -0.1620, -0.0119], [0.3260, 0.3692, 0.3236], [-0.1628, 0.2427, 0.4670], [0.0364, -0.4353, -0.0093], [0.8061, 0.0401, 0.7178], [-1.0032, -3.4043, -0.1597], [0.4258, 1.1979, -0.8344], [-0.5522, 2.3278, -1.0755], [0.2591, 0.1690, 0.4013], [0.1147, -0.0787, 0.0500], [0.3693, 0.5270, -0.4433], [0.6984, -0.0419, 0.1745], [-0.6007, 0.1789, 0.2286], [-0.2605, 0.0743, -0.0325], [-0.1738, -0.8854, 0.3524], [-0.0459, 0.0403, 0.4158], [-0.9624, -0.3560, -1.7805], [3.4801, 1.6085, 2.3766], [0.8357, -0.9946, -1.1518], [-1.7636, -1.0354, 0.8279], [-0.3225, -0.4312, -0.3091], [0.1500, -0.0924, 0.8068], [-0.4258, 0.7052, -1.3304], [-0.7331, 0.1735, 0.6411], [-0.2703, 0.2223, 0.3597], [-0.0721, 0.0484, -0.5426], [-0.3581, 0.4091, 0.5976], [0.5411, -0.0937, -0.4660], [-0.8604, 0.3281, -0.4273], [0.9176, 0.2691, 0.5185], [1.1617, -0.5889, 1.1628], [-2.3029, 0.1822, -1.3505], [0.2883, 0.6072, -0.4644], [0.0929, -0.3909, 0.5101], [-0.0524, 0.4772, 0.3595], [1.0725, -0.6315, 0.6286], [-0.5855, 0.1520, -0.4440], [-0.2810, 0.0133, -0.0270], [0.4462, -0.2780, -0.3190], [0.1489, -0.1749, -0.1194], [-0.2951, -1.5248, -0.7687], [0.6552, 2.0690, -0.7585], [0.3123, 1.1239, 1.6212], [-1.1426, 0.0020, -2.2656], [0.7162, 0.0405, 2.6511], [1.2212, 0.0178, -1.6623], [-0.4689, -0.1829, 0.5223], [0.7152, 1.7973, 0.2856], [-0.2970, -2.1575, 0.7521], [0.0884, 0.4283, 0.0829], [0.2575, 0.3744, 0.2750], [-0.1028, -0.5990, 0.0156], [-0.1842, -0.4716, 0.1053], [0.3205, -0.5483, -0.1624], [0.4440, -0.1372, 0.4906], [-0.6680, -0.2361, -0.0815], [-0.2471, -0.3877, -0.0716], [0.1713, -0.2607, 0.1327], [-0.4371, 0.2020, -0.2202], [0.4033, -0.6230, 0.0982], [-0.1852, 0.5342, -1.0008], [-0.0580, -0.1952, 0.0758], [-0.9243, -0.0705, -0.8221], [-0.3560, 0.6592, 0.7505], [-0.9559, 1.7361, 0.5184], [-1.3395, -0.5516, -0.1223], [-0.2216, 0.1685, 0.7762], [-0.3011, 0.2776, -2.1805], [0.0423, -0.0928, 1.0274], [1.0144, -0.9945, -1.7684], [-2.1815, -2.1416, 1.6816], [-1.4992, 0.9434, 1.0102], [0.5720, -0.0605, -0.4526], [1.1073, -0.7596, -0.5475], [-0.0916, 0.4197, -0.1612], [0.4261, -0.5762, 0.6839], [-0.2728, 0.4942, 0.3089], [1.0344, -0.6524, -0.0679], [0.4932, -0.3592, 0.0011], [0.1497, 0.2449, -0.1467], [0.4050, 0.3830, 0.4571], [-0.3675, 1.1728, 0.2165], [0.5508, -0.5966, 0.3031], [0.2825, 0.4226, -0.7219], [0.2653, 0.7201, -0.0704], [1.2078, 0.2792, -0.1463], [-0.2085, -0.6919, -0.1585], [-0.2732, 0.3712, -0.4174], [0.8362, 0.9063, 0.4379], [-0.9132, -0.1115, 0.7085], [-1.1667, -0.1647, 0.2273], [0.4432, -1.0651, -0.8833], [1.7120, -0.2107, 0.2165], [1.0085, 1.0418, -1.5794], [-0.9533, -0.7983, 0.6016], [1.0475, 0.1674, -1.7563], [-1.5180, 0.1000, 1.4284], [0.1385, 0.2033, -0.1292], [0.2305, -0.3672, 0.2375], [0.0595, -0.1830, 0.2437], [-0.3026, -0.2623, 0.0089], [0.5788, 0.1390, 0.2867], [-1.1521, -0.4653, -0.4670], [-0.1821, 0.6480, -0.4689], [-0.1009, 0.4459, 0.0277], [0.4424, -0.8826, 0.0661], [0.0013, 0.6603, -0.4588], [0.3222, 0.0668, 0.8640], [0.4165, -0.3119, 0.4820], [0.0658, 0.1837, 0.0457], [-0.8257, 0.1307, -0.0724], [-0.3157, -0.1873, -0.0570], [-1.5491, 0.6661, 1.1584], [1.4128, -0.1255, 0.2408], [-2.8409, -1.5310, 0.4316], [1.4970, 0.4921, -0.7089], [0.3001, 0.8012, 0.1948], [-0.2059, -0.1462, 1.0443], [-1.4252, 1.5369, -0.5157], [-0.7484, -2.0464, 0.4845], [1.0759, 1.0454, 0.5346], [0.7993, -0.4772, -0.3214], [0.1637, 0.1311, -0.8018], [-0.3074, 0.2574, 0.0662], [-0.0834, -0.3107, -0.2212], [-0.0073, 0.1374, -0.1270], [0.0253, 0.2404, -0.7313], [0.7073, -0.5514, 0.0807], [-0.4210, 0.0228, 0.5608], [0.1061, -0.1024, -0.3294], [0.0940, 0.1765, -0.1615], [0.0358, -0.1567, -0.5376], [0.9793, -1.1847, -0.2091], [0.0391, 0.1547, 0.1228], [0.5114, 0.3952, -0.3541], [0.1970, 0.4428, 0.1133], [1.6805, 0.9075, -1.4548], [-0.1112, 0.6416, 0.3741], [0.6153, 0.6864, 0.2274], [-0.3925, -0.0558, 1.1462], [-0.5640, 0.4690, -0.6828], [0.4101, -0.1907, 0.7677], [0.5464, -0.4507, -0.0835], [-0.7892, 0.0073, 0.6510], [0.6929, -0.0613, -1.3900], [-0.3891, -0.7326, -0.1284], [-0.0099, -0.4696, 0.6252], [-0.5690, 0.4049, -0.3255], [0.3948, -0.2393, -0.2825], [0.0410, -0.7580, 0.3535], [0.0309, 0.3657, -0.6047], [-0.4102, -0.2615, -0.2920], [-0.2999, -0.1086, 0.3032], [-0.6267, 0.0358, 0.2119], [0.4384, 0.2913, -0.0872], [-0.3605, -0.1048, -0.3615], [-0.0069, -0.2962, 0.6123], [-0.2339, -0.0770, 0.2314], [0.0077, -0.2580, -0.0690], [0.1037, 0.0971, 0.1677], [0.0923, 0.9126, -0.3186], [-1.7167, -0.5509, -0.6676], [1.4788, 0.4111, 0.2219], [-0.6151, 0.2711, 1.0712], [-0.5954, -0.3573, -3.0690], [0.1443, -1.4835, 1.9308], [1.3142, 0.6189, -1.0897], [1.5919, -0.0663, -0.4913], [-2.0273, -0.9795, -0.0134], [0.0511, -0.4061, 0.4884], [-0.0029, 0.2264, 0.0457], [-0.0782, -0.0969, -0.1760], [0.3329, 0.2347, 0.6187], [0.3836, -0.3382, -0.3081], [0.5672, -0.1794, 0.4713], [-0.2771, 0.0863, -0.2421], [0.1353, 0.0521, 0.2909], [-0.2746, -0.7131, 0.2354], [-0.1863, 1.2619, -0.2821], [0.0510, 0.5493, 0.1233], [-0.5937, -0.1375, 0.2206], [-0.2316, -0.1561, 0.8143], [0.9068, 0.7447, 0.4149], [-0.4829, 0.1450, -0.3021], [-0.5711, 0.1566, 0.6700], [-1.3422, -1.2602, 0.9639], [0.6617, 1.6438, -0.8468], [-0.3766, -0.7968, -0.7760], [-0.1238, 0.2262, 0.2779], [-0.0403, 0.3485, 0.7794], [0.2337, 0.2075, -0.6546], [0.6170, -0.1088, 0.3684], [-0.2698, -0.2902, -0.0906], [-0.0837, -0.5558, -0.0273], [-0.6076, -0.1278, -0.3687], [0.0722, -0.2283, 0.8220], [0.3211, 0.2240, -0.3587], [0.6031, 0.2023, -0.7570], [0.8035, 0.0043, 0.9310], [-0.1744, 0.3421, -0.2336], [0.3521, 0.1593, -0.5564], [-0.3488, -0.3884, 0.5745], [-0.8502, -1.3369, -0.7168], [1.7461, -0.0097, 0.2464], [-1.6300, 1.8606, -0.2789], [0.9161, -0.4804, -0.3345], [0.1467, 0.5299, 0.7112], [-0.2663, 0.2574, -0.0255], [0.0426, -0.0274, -0.3389], [-0.0942, -0.0026, 0.0472], [0.0519, -0.3595, -0.0296], [-0.4854, 0.0921, 0.0257], [0.2293, 0.0791, -0.0178], [0.1824, -0.3296, 0.0192], [-0.0775, -0.1048, 0.5142], [-0.7622, 0.2858, -0.2247], [0.1660, -0.1476, 0.3556], [0.9047, -0.0005, -0.5679], [-0.6299, -2.0367, -0.6133], [-0.7334, 0.8095, 0.5760], [0.4378, -1.6015, -0.3771], [0.0741, 1.1741, -0.3133], [0.8028, -1.3281, 1.1229], [1.2285, 0.7192, 0.5311], [0.0457, 0.0343, 0.0179], [0.4648, 0.9060, 0.5927], [-0.8149, -0.0747, -0.1802], [0.0031, 0.8013, -0.5988], [0.3726, 0.2483, 0.0722], [-0.3678, 0.2003, 0.4408], [-0.5220, 0.3163, -0.2315], [0.3662, 0.1509, 0.0134], [-0.4397, -0.0651, -0.5166], [-0.0384, 0.0787, -0.2492], [-0.1958, -0.2693, -0.1131], [0.3642, -0.0237, 0.6396], [1.4154, 0.9540, -0.0557], [0.6275, -2.1883, -0.2552], [-0.1549, 0.8645, 1.6491], [0.1899, -0.3792, -2.1032], [-1.2317, -0.0418, -0.1702], [-0.6818, 0.5432, -0.3736], [-0.3306, 0.2373, 0.5023], [-0.1439, 0.6075, 0.0075], [-0.1854, 0.0880, -0.3365], [0.1049, -0.1371, 0.5488], [0.1883, 0.6353, -0.4272], [-0.5710, -0.1742, 0.0082], [-0.0085, -0.2299, 0.0364], [-0.1940, 0.1254, 0.0143], [1.5198, -0.4344, 0.5881], [-1.0631, -0.4848, -0.3195]], "mulliken_charge": [-1.4675, 0.8757, -1.3820, -0.4860, 0.4072, 0.3529, 0.3437, 0.2128, 0.2777, 0.3498, 0.3303, 0.2196, -1.5401, 0.9151, -0.7154, -0.5583, 0.3608, 0.4178, 0.3043, 0.0550, -0.2302, 0.2549, 0.3530, 0.3691, -1.5817, 1.8623, -0.6841, -0.6469, 0.1279, 0.3939, 0.4636, -0.4243, 0.3738, 0.2779, -0.4086, 0.1781, -1.6450, 1.3413, -1.3453, -0.3937, 0.4250, 0.3848, 0.3936, -0.3689, 0.3058, 0.2348, 0.4171, 0.2669, -0.0283, 2.2728, -1.8440, -0.1626, -0.6470, 0.6046, -0.2396, -0.5404, 0.2179, 0.3186, 0.3625, -0.2120, -1.1109, 0.7528, -1.8235, -0.4557, 0.3182, 0.0999, 0.3540, 0.3215, 0.3482, 0.5469, 0.4015, 0.1333, -1.1090, 0.7701, -1.3171, -0.6204, 0.3114, 0.3844, 0.1368, 0.0260, 0.3995, 0.4070, 0.2710, 0.3352, -0.9046, -0.1294, -0.5071, -0.5075, -0.1673, -0.0734, -0.8577, -0.4014, -0.7923, 0.1663, 0.3894, 0.3507, 0.2077, 0.4664, -0.1789, 0.4831, 0.3916, 0.2586, 0.0928, 0.5025, 0.3850, 0.2880, 0.3143, 0.3127, -0.8418, -0.3215, -0.5033, -0.7004, -0.0774, -1.0368, -0.1000, -0.3598, -0.6022, 0.3117, 0.3444, 0.2914, 0.3747, 0.3780, 0.2741, 0.3209, 0.2308, 0.4980, 0.5022, -0.2512, 0.4387, 0.4229, 0.3714, 0.0086, -1.1829, 0.0646, -1.0182, -0.4937, 0.2238, -1.0851, -0.4009, -0.3687, -0.5455, 0.5754, 0.5452, 0.0238, 0.5445, 0.3493, 0.0621, 0.5220, -0.1241, 0.3957, 0.4877, 0.2524, 0.4117, 0.3739, 0.3092, 0.0643, -0.7430, -0.3794, -0.4904, -0.0676, -0.3774, -0.3738, -0.3538, 0.0256, -0.8797, 0.2822, 0.3382, 0.2854, 0.3676, 0.3429, -0.3067, 0.4571, 0.2988, 0.4658, -0.1380, 0.2766, 0.0263, 0.4245, 0.2646, 0.2323, -0.8888, -0.1709, -0.6790, -0.6973, -0.0090, -0.7785, -0.0531, -0.5080, -0.4486, 0.4295, 0.2969, 0.2543, 0.4303, 0.3223, 0.3754, 0.4255, -0.0488, 0.3584, 0.4621, 0.4393, -0.2025, 0.5456, 0.0635, 0.2107, -0.5572, -0.4400, -0.4077, -0.2263, -0.2601, -1.0946, 0.1437, -0.3436, -0.6829, 0.2024, 0.3104, 0.2399, -0.0271, 0.3512, 0.4290, 0.1807, 0.2568, 0.4215, 0.4386, 0.2435, -0.0016, 0.3738, 0.1830, 0.3178, -1.2282, 2.7639, -0.8333, -0.2842, -0.8121, -0.4608, 0.0364, 0.2757, 0.3986, -1.5059, 0.5272, -0.1258, 0.2531, 0.3295, 0.3458, 0.3314, -0.0984, -1.1049, 0.5222, -0.7647, -0.3977, -0.7003, -0.2183, 0.3652, 0.0495, 0.4530, 0.1919, 0.4445, 0.1807, 0.2747, 0.2088, 0.3383, 0.2605, -0.2912, -1.3240, -0.0362, -0.1584, -0.3420, 0.2640, 0.3324, 0.0967, 0.3475, 0.2836, 0.2571, -0.2234, 0.7597, -0.2036, 0.0246, 0.0840, -0.2510, 0.1196, -1.1554, 0.7375, -1.0688, -0.2874, -0.7302, -0.2930, -0.0689, 0.4724, 0.2507, 0.2009, 0.4315, 0.4833, 0.2465, 0.2401, 0.3234, 0.3126, -0.0110], "largest_force_ev_per_a": 5.11, "total_energy_ha": -5172.6247, "gap_ev": 8.7, "e_lumo_ev": 0.40}